Record 1
ORCA calculation (ωB97M-V/def2-TZVPD) on a structure of composition C32H44N7O4S2Si2Ti at a distorted geometry.

Geometry as ORCA input:
```
! wB97M-V def2-TZVPD RIJCOSX def2/J DEFGRID3
* xyz -2 2
Ti 0.271 -0.249 0.234
S 2.588 -1.050 -0.773
S 1.848 0.514 1.992
Si -2.868 1.447 -0.626
Si -1.443 2.581 1.756
O 0.030 -6.645 3.808
O -1.828 -6.389 2.554
O -0.619 -1.550 -1.060
O -1.955 -3.336 -1.223
N 0.601 -2.483 1.024
N 0.744 0.418 -2.765
N 2.237 2.225 -0.650
N -2.630 -2.324 3.162
N -1.202 -0.847 1.804
N -3.217 -3.900 1.483
N -3.168 -4.495 3.691
C -0.070 3.164 2.924
C 2.464 2.095 -2.086
C 1.190 1.801 -2.864
C -3.491 -0.299 -0.952
C 1.719 3.540 -0.308
C 3.461 -2.316 -4.488
C -0.527 -4.576 0.907
C 4.487 1.074 2.097
C 1.274 -2.926 2.084
C -2.226 4.281 1.326
C 2.640 -1.552 -5.309
C -4.396 2.202 0.243
C -0.229 -3.326 0.410
C -2.566 1.681 2.994
C -0.998 -2.724 -0.739
C 5.790 2.275 0.484
C 3.313 1.235 1.350
C -2.931 2.442 -2.266
C 5.706 1.577 1.680
C -0.580 0.269 -3.352
C -2.990 -3.535 2.742
C -1.176 1.589 0.186
C 0.003 -4.965 2.126
C -0.637 -6.138 2.898
C 3.406 1.953 0.146
C 2.524 -1.261 -2.494
C -1.881 -1.583 2.392
C 1.687 -0.510 -3.336
C 3.400 -2.171 -3.115
C 4.637 2.462 -0.260
C 0.995 -4.158 2.670
C 1.763 -0.656 -4.718
H 6.591 1.410 2.284
H 4.689 3.013 -1.191
H -0.820 -0.787 -3.445
H -1.269 -5.189 0.421
H -0.666 0.756 -4.339
H -2.886 -5.427 3.380
H 2.455 4.337 -0.517
H 1.472 -4.459 3.593
H -0.614 2.247 -0.492
H 0.812 3.759 -0.874
H -3.238 0.947 2.554
H 2.904 3.018 -2.506
H 0.539 2.362 3.330
H -3.165 2.404 3.557
H -3.248 -4.889 1.286
H -3.012 -3.324 0.674
H 1.965 -2.219 2.527
H 6.737 2.667 0.134
H 0.375 2.434 -2.502
H 0.592 3.925 2.509
H -1.972 2.900 -2.515
H 2.674 -1.658 -6.387
H -3.666 3.247 -2.171
H -3.270 4.360 1.631
H -3.231 1.825 -3.116
H -1.929 1.150 3.704
H 1.109 -0.057 -5.341
H 3.180 1.288 -2.245
H 4.038 -2.769 -2.476
H 4.422 0.507 3.018
H -4.448 -0.240 -1.482
H -1.313 0.718 -2.693
H -5.244 1.848 -0.356
H -3.679 -0.800 0.004
H 1.357 2.079 -3.922
H -2.811 -0.929 -1.519
H -1.674 5.076 1.836
H -2.743 -4.232 4.566
H -4.575 1.899 1.272
H -2.181 4.484 0.252
H 1.470 3.560 0.749
H -0.620 3.644 3.744
H -4.406 3.290 0.199
H 4.149 -3.035 -4.919
*
```

Computed properties:
Energy ... -4155.18508 a.u.
LUMO (alpha / beta) ... 4.376 / 4.378 eV
ΔE to the lowest compared entry with this formula, charge and spin ... 0.0 kJ/mol
Kohn-Sham gap (alpha / beta) ... 6.44 / 6.48 eV
Expectation value of S² ... 0.75
Max |F| ... 1.09 eV/Å
Molecular weight ... 758.922 g mol⁻¹



Record 2
ORCA calculation (ωB97M-V/def2-TZVPD) on a cluster of 2 separate species, C2H12N5 in total.

Geometry as ORCA input:
```
! wB97M-V def2-TZVPD RIJCOSX def2/J DEFGRID3
* xyz 1 1
N 0.932 -0.717 -1.339
N -1.281 0.703 0.049
N 2.416 1.160 -0.732
N -1.317 -1.313 1.165
N -2.657 0.425 1.888
C 2.304 -0.164 -1.296
C -1.716 -0.041 1.054
H -1.470 1.691 0.073
H -2.982 1.372 1.784
H 2.758 -0.191 -2.287
H 1.952 1.188 0.170
H 0.963 -1.727 -1.415
H -0.446 0.361 -0.454
H 0.425 -0.411 -2.166
H 1.927 1.834 -1.318
H -2.789 0.018 2.801
H -1.419 -1.779 2.052
H -0.487 -1.567 0.647
H 2.889 -0.844 -0.675
*
```

Computed properties:
Energy ... -356.98923 a.u.
LUMO ... -3.052 eV
ΔE to the lowest compared entry with this formula, charge and spin ... 12.7 kJ/mol
Kohn-Sham gap ... 10.15 eV
Max |F| ... 0.80 eV/Å
Molecular weight ... 106.153 g mol⁻¹



Record 3
ORCA calculation (ωB97M-V/def2-TZVPD) on a cluster of 2 separate species, H3N3O2 in total at a distorted geometry.

Geometry as ORCA input:
```
! wB97M-V def2-TZVPD RIJCOSX def2/J DEFGRID3
* xyz 0 1
O 1.528 0.737 -0.365
O 3.109 -0.656 -0.302
N -2.059 -0.915 -0.249
N 2.164 -0.317 0.309
N -2.591 0.203 -0.109
H 0.866 0.996 0.301
H -1.941 0.885 0.327
H -1.074 -0.933 0.088
*
```

Computed properties:
Energy ... -316.38225 a.u.
LUMO ... -0.218 eV
ΔE to the lowest compared entry with this formula, charge and spin ... 64.5 kJ/mol
Kohn-Sham gap ... 9.78 eV
SMILES ... [H]/N=N\[H].O=NO
Max |F| ... 1.58 eV/Å
Molecular weight ... 77.043 g mol⁻¹